ORCA calculation (ωB97M-V with the def2-TZVPD basis set) on a cluster of 2 separate species, C11H23N2O2 in total in a non-equilibrium geometry.

```
38
Properties=species:S:1:pos:R:3:forces:R:3:mulliken_charge:R:1
O 1.005 -1.703 1.883 0.8 0.6 0.7 -0.520
O -1.133 1.868 1.420 -1.5 0.3 0.7 -0.578
N -1.228 -0.530 2.330 -0.4 0.6 1.9 -0.178
N -2.342 -2.444 1.317 0.3 -2.8 1.2 -0.440
C 0.265 0.563 0.064 0.4 -1.3 -3.4 1.046
C -2.276 0.040 -0.651 2.8 2.0 3.9 -2.468
C 1.243 0.898 -1.127 -0.1 0.8 -3.3 0.041
C -0.276 1.835 0.578 0.4 -0.1 1.8 -0.382
C -0.719 -1.515 -1.325 2.8 -0.7 1.7 -2.204
C 0.476 1.599 -2.335 3.0 3.4 2.2 -1.495
C -1.235 -1.673 1.366 1.1 3.2 -2.4 0.176
C 3.311 1.176 0.412 -3.7 -5.4 0.5 -0.997
C 2.492 1.737 -0.753 -0.1 -3.4 1.7 -1.034
C -0.874 -0.426 -0.306 -1.9 -2.4 0.8 1.038
C 0.073 -2.321 1.426 1.4 -0.6 -0.1 -0.242
H -0.171 0.961 -2.742 -2.6 -2.8 -1.8 0.437
H -3.114 -2.323 0.726 -1.0 0.8 -1.0 0.254
H 0.297 -1.882 -1.270 0.2 -0.8 -0.1 0.514
H 3.193 1.662 -1.522 0.6 0.6 -1.9 0.503
H 2.304 2.679 -0.419 -1.0 3.1 0.0 0.419
H -1.762 0.366 2.182 1.0 -0.5 -1.6 0.350
H -0.228 -0.290 2.561 -0.9 -0.3 -0.4 0.378
H 0.108 2.808 0.374 1.0 0.7 -1.2 0.575
H -2.658 0.668 0.102 -0.9 0.7 1.1 0.486
H 1.019 0.024 0.615 -0.2 0.0 1.5 0.042
H -1.442 -2.309 -1.365 -0.4 -0.5 1.0 0.389
H 1.630 0.051 -1.740 -0.2 -0.3 1.5 0.249
H -0.817 -1.171 -2.274 -0.1 1.7 -3.0 0.644
H -2.908 -0.710 -0.816 -2.4 -3.2 -0.8 0.708
H 4.007 1.812 0.763 2.3 2.2 1.2 0.549
H 0.381 -3.332 1.026 -1.4 0.6 -0.1 0.396
H 2.546 0.877 1.321 2.2 0.8 -1.9 0.113
H 3.840 0.185 0.097 -0.9 1.6 0.7 0.260
H -1.692 -0.736 3.200 0.1 -1.3 1.0 0.432
H -0.174 2.394 -1.871 0.9 0.0 -1.0 0.331
H -2.116 -3.454 1.375 -0.4 1.0 0.0 0.284
H -2.227 0.665 -1.440 0.2 1.9 -3.1 0.574
H 1.206 1.952 -3.181 -1.4 -0.3 1.9 0.348
```
Positions in Å, forces in eV/Å.

The relative energy (zero: lowest compared OMol25 entry of this formula, charge and spin) comes out at 96.8 kcal/mol. As for the strongest force on any atom: 6.5 eV/A. The calculation puts the total energy at -18844.2523 eV. The total charge is +1. The spin multiplicity is 1.



ORCA calculation (ωB97M-V with the def2-TZVPD basis set) on a structure of composition C19H24F6N4O2PPt in a non-equilibrium geometry.

```
57
Properties=species:S:1:pos:R:3:forces:R:3:mulliken_charge:R:1
Pt -1.108 0.807 -0.685 0.1 -1.5 0.2 2.010
P -0.799 3.730 0.596 -0.1 -0.1 0.3 1.355
F -0.969 4.061 2.163 -0.1 0.0 0.1 -0.393
F 0.150 2.449 1.021 0.0 0.0 0.1 -0.399
F 0.489 4.640 0.490 0.1 0.2 -0.1 -0.359
F -2.098 2.671 0.705 0.1 0.2 0.0 -0.395
F -0.639 3.276 -0.972 0.0 0.0 0.0 -0.369
F -1.783 4.894 0.190 -0.1 0.1 -0.1 -0.336
O -3.004 0.198 -1.211 0.2 0.6 -0.1 -0.819
O 0.759 0.476 -1.276 -0.2 0.1 0.0 -1.302
N -0.434 -1.809 0.495 0.6 -0.7 0.7 0.054
N -4.830 -0.873 -0.471 0.0 0.0 -0.1 -0.442
N -0.957 -0.058 1.926 -0.1 -1.3 -0.2 0.408
N -3.809 -2.436 2.645 0.0 0.1 -0.1 -0.632
C -3.524 -0.580 -0.332 -0.2 -0.1 0.2 1.689
C 3.874 -1.312 -1.759 0.1 0.0 0.1 -0.823
C 1.158 -1.821 -1.961 -0.2 0.2 -0.1 0.438
C -0.684 -2.732 -0.612 -0.1 0.0 0.1 -1.354
C 2.980 -0.318 -1.386 0.0 0.2 0.0 0.559
C -2.767 -1.121 0.697 0.0 -0.1 0.7 -0.810
C 2.095 -2.786 -2.321 0.0 -0.1 0.0 -0.612
C 3.528 0.979 -0.814 -0.2 0.1 0.0 0.339
C -3.343 -1.854 1.760 0.0 -0.1 -0.1 -0.715
C -0.318 -2.152 -1.974 0.0 -0.1 -0.1 1.584
C 3.166 2.215 -1.648 0.1 -0.1 0.0 -1.483
C -0.769 -3.106 -3.077 0.1 0.0 0.0 -2.013
C 1.593 -0.553 -1.533 0.2 -0.1 0.2 0.222
C -0.863 0.426 2.948 0.4 1.5 0.5 0.685
C -0.730 1.375 4.039 -0.4 -0.2 0.5 -0.426
C -1.322 -0.820 0.769 -0.3 1.4 -2.2 -0.295
C 3.451 -2.538 -2.245 0.0 0.0 0.0 -1.280
C -2.128 1.842 4.502 0.1 0.0 -0.1 -1.203
C 3.104 1.156 0.647 0.1 0.0 0.0 -0.914
H -2.789 0.995 4.685 0.0 0.0 0.0 0.415
H -0.188 0.910 4.863 0.1 -0.1 -0.1 0.426
H -2.011 2.404 5.425 0.0 0.0 0.0 0.367
H -0.418 -2.755 -4.048 0.0 0.0 0.0 0.411
H 3.670 3.097 -1.245 0.0 0.0 0.0 0.438
H -0.146 2.209 3.648 0.1 0.0 -0.1 0.172
H 4.170 -3.288 -2.550 0.0 0.0 0.0 0.390
H -0.392 -4.119 -2.920 0.0 0.0 0.0 0.372
H 1.752 -3.753 -2.672 0.0 0.1 0.0 0.281
H -0.081 -3.623 -0.426 0.0 0.0 0.0 0.515
H 4.616 0.880 -0.829 0.0 0.0 0.0 0.566
H 2.094 2.398 -1.629 0.0 0.0 0.0 0.157
H -1.734 -3.018 -0.591 0.0 0.0 0.1 0.531
H 4.937 -1.121 -1.648 -0.1 0.0 0.0 0.383
H -1.859 -3.157 -3.105 0.0 0.0 0.0 0.482
H -5.364 -0.356 -1.146 0.0 0.0 0.0 0.272
H -0.872 -1.227 -2.100 -0.1 0.1 -0.1 0.032
H -5.305 -1.424 0.223 0.0 0.0 0.0 0.201
H 3.573 2.046 1.076 0.0 0.0 0.0 0.454
H 0.540 -1.569 0.650 0.0 -0.1 -0.1 0.337
H 3.479 2.085 -2.686 0.0 0.0 0.0 0.375
H -2.570 2.489 3.751 0.0 0.0 -0.1 0.304
H 2.026 1.283 0.715 0.0 0.0 0.0 -0.212
H 3.402 0.289 1.244 0.0 0.0 0.0 0.358
```
Positions in Å, forces in eV/Å.

The relative energy (zero: lowest compared OMol25 entry of this formula, charge and spin) comes out at 28.7 kcal/mol. As for the strongest force on any atom: 2.6 eV/A. The calculation puts the total energy at -58991.3342 eV. The total charge is 0. The spin multiplicity is 2.